Record 1
Density functional theory data (ωB97M-V/def2-TZVPD) for a molecular structure, C5H10O4S2.

```
21
Properties=species:S:1:pos:R:3:forces:R:3:mulliken_charge:R:1
C -1.045705 1.940520 -1.945807 0.069 0.079 0.116 -1.1121
C -1.659468 1.236926 -0.731032 -0.200 -0.036 -0.133 -0.3040
S -0.821439 1.524908 0.846769 0.101 0.089 0.003 -0.1234
C 0.870681 1.020197 0.472493 -0.115 -0.151 0.114 -1.0816
C 1.132894 -0.468337 0.565477 -0.136 0.007 -0.167 0.1921
C 0.837563 -1.119039 1.939104 0.006 0.174 0.058 -0.4144
O 0.030115 -2.283247 1.679031 0.100 -0.045 0.082 -0.3349
S 0.200095 -2.663056 0.150642 -0.086 -0.053 0.038 1.1312
O 1.479696 -3.253621 -0.040979 0.057 -0.042 -0.058 -0.5654
O -0.978230 -3.281108 -0.318807 -0.125 -0.022 -0.037 -0.5619
O 0.242593 -1.157889 -0.349628 0.235 0.004 -0.075 -0.2495
H -1.808917 2.489360 -2.495719 -0.013 -0.083 -0.078 0.3352
H -0.577817 1.228059 -2.623718 0.020 0.013 -0.006 0.2781
H -0.292895 2.671742 -1.647301 -0.023 0.007 -0.002 0.3125
H -1.755584 0.167250 -0.899061 0.010 0.021 0.015 0.2564
H -2.663547 1.618294 -0.543888 0.007 0.005 0.061 0.4059
H 1.166061 1.368719 -0.516722 -0.008 0.087 0.030 0.3994
H 1.500085 1.523355 1.208720 0.068 0.008 -0.054 0.4112
H 2.150096 -0.686880 0.237383 0.057 0.001 0.107 0.4026
H 0.235337 -0.469440 2.570176 0.005 0.000 -0.019 0.3696
H 1.758386 -1.406709 2.442863 -0.028 -0.065 0.004 0.2532
```
Forces are in eV/Å.

Calculated values
Kohn-Sham gap (eV): 9.7
2S+1: 1
Max |F| (eV Å⁻¹): 0.2
Energy relative to the best compared isomer or geometry (same formula, charge and spin) (eV): 0.000
Charge: 0

---

Record 2
Density functional theory data (ωB97M-V/def2-TZVPD) for a molecular structure, C5H10O5Yb in a non-equilibrium geometry.

```
21
Properties=species:S:1:pos:R:3:forces:R:3:mulliken_charge:R:1
C -1.162282 -1.715809 2.952641 0.456 -0.864 0.480 -0.3470
C -1.213545 -1.262822 4.344512 -0.344 0.087 0.247 -0.3145
O -0.030177 -0.436970 4.668493 0.151 -0.005 -0.413 -0.2079
C 0.045554 0.060509 5.871122 0.213 0.025 1.242 0.9883
O -0.872136 -0.108413 6.734856 -0.227 0.358 0.755 -0.6904
O 1.097162 0.691081 6.207908 0.233 0.608 0.598 -0.7031
O -1.570005 -0.847815 2.011979 -0.155 0.220 -1.550 -0.4236
Yb 0.373262 1.182758 8.445485 -0.273 -1.075 -2.356 1.4095
H -0.703840 -2.657857 2.648221 -0.136 0.335 0.123 0.3890
H -1.214715 -2.114170 5.034672 -0.035 0.205 -0.200 0.3146
H -2.094391 -0.633980 4.529057 0.170 -0.213 -0.052 0.3012
H -1.503644 -1.238231 1.108843 -0.025 0.329 1.320 0.3065
H 0.447033 0.098238 -0.648624 0.066 -0.215 -0.312 0.3470
C 0.633003 -0.497960 -1.560903 -0.208 0.255 -0.075 -1.0645
C -0.644425 -1.115865 -2.080868 1.918 -0.290 2.690 -0.0087
O -1.210870 -1.933297 -1.057013 0.888 1.354 -1.307 -0.1652
H 1.061795 0.163764 -2.324493 -0.150 -0.193 0.169 0.3756
H 1.369236 -1.275917 -1.316279 -0.138 0.105 -0.041 0.3436
H -0.440076 -1.734917 -2.967883 -0.602 -0.358 -0.586 0.3782
H -1.362067 -0.332448 -2.371978 -0.817 -0.001 -0.401 0.3586
H -1.997920 -2.376569 -1.386421 -0.986 -0.664 -0.331 0.4127
```
Forces are in eV/Å.

Calculated values
Kohn-Sham gap (alpha / beta) (eV): 5.3 / 2.9
⟨S²⟩: 2.01
2S+1: 3
Max |F| (eV Å⁻¹): 3.3
Energy relative to the best compared isomer or geometry (same formula, charge and spin) (eV): 0.000
Charge: +2